# 1
Computed, not measured: a cluster of 2 separate species, C9H14 in total, with the ωB97M-V functional and the def2-TZVPD basis.

XYZ file:
```
23
Properties=species:S:1:pos:R:3:forces:R:3:lowdin_charge:R:1
C 2.3807 -1.1722 2.3520 0.775 0.244 0.039 -0.078
C 1.0145 -0.5989 2.2459 -1.296 1.930 -4.066 -0.253
C 0.5889 -0.0008 0.9515 1.928 -1.249 2.362 -0.023
C -0.6679 0.5345 0.7659 0.620 0.278 1.989 -0.096
C -1.5197 0.4957 1.8583 1.738 -1.399 0.313 -0.069
C -1.1756 -0.2431 3.0087 -1.054 1.738 -2.146 -0.096
C 0.0509 -0.6924 3.2397 4.469 -2.283 0.149 -0.083
H 2.3079 -2.2614 2.3346 0.448 0.066 -0.023 0.088
H 2.8835 -0.8309 3.2312 -0.179 -0.270 1.476 0.065
H 3.1733 -0.7842 1.6929 -0.920 -0.394 -0.901 0.083
H 1.3937 0.0933 0.2307 -0.265 -0.058 -0.296 0.095
H -0.9148 1.1983 -0.0178 -0.099 0.217 -1.113 0.080
H -2.3234 1.1440 1.8472 -2.141 0.594 0.035 0.077
H -1.8966 -0.5033 3.6620 -2.501 -0.151 2.425 0.069
H 0.4996 -1.2786 4.0900 -1.531 0.740 -0.252 0.138
C -0.6771 1.2800 -3.6319 0.355 0.398 3.328 -0.180
C -0.8146 -0.0040 -4.3309 -0.369 -1.857 0.986 -0.188
H -0.3016 1.2251 -2.5146 -0.203 -0.605 -2.140 0.095
H 0.0807 1.7495 -4.1811 0.916 1.701 -0.437 0.044
H -1.5338 1.8791 -3.4175 -0.875 0.564 -0.880 0.051
H 0.1148 -0.5067 -4.1251 0.536 -0.506 -0.798 0.068
H -1.5316 -0.6881 -3.9441 -0.876 -0.443 1.070 0.052
H -1.1318 -0.0349 -5.3475 0.521 0.747 -1.119 0.062
```
Positions in Å, forces in eV/Å.

Properties
HOMO = -0.316 hartree
Frontier orbital gap = 9.5289 eV
E_tot = -351.257306 a.u.
Energy relative to the best compared isomer or geometry (same formula, charge and spin) = 45.7 kcal/mol

# 2
Computed, not measured: the ion C4H10N3O with charge +1, with the ωB97M-V functional and the def2-TZVPD basis.

XYZ file:
```
18
Properties=species:S:1:pos:R:3:forces:R:3:lowdin_charge:R:1
C 1.8021 -0.6735 -0.2470 -1.215 -2.547 -3.108 0.011
C 0.4596 0.0362 -0.4461 1.742 2.466 1.079 -0.492
C 0.6619 1.5953 -0.1505 -1.723 -0.816 0.019 0.020
O -0.0522 0.0038 -1.7704 0.192 -0.165 -0.507 -0.028
N -1.2122 -0.7187 -1.8194 0.070 -0.293 -1.564 0.140
C -1.4732 -1.1503 -0.6788 -1.552 -0.281 1.566 -0.150
N -0.5746 -0.7082 0.3032 0.131 -0.156 1.639 -0.016
N -1.3011 -0.0337 1.4402 0.034 0.152 -3.845 0.286
H 1.7819 -1.6937 -0.7881 -0.309 1.184 1.248 0.135
H 2.1683 -0.7838 0.7278 -0.097 -0.106 1.650 0.073
H 2.5764 -0.2272 -0.7994 0.851 1.251 -0.748 0.073
H -0.2518 2.1342 -0.4409 0.021 -0.194 0.126 0.089
H 1.4294 2.0684 -0.7460 0.400 -0.552 -0.285 0.097
H 0.8655 1.8359 0.8807 0.225 -0.168 0.491 0.076
H -2.3608 -1.7305 -0.3534 0.708 0.301 -0.774 0.158
H -2.0222 -0.6628 1.6529 -1.165 -1.735 0.918 0.138
H -1.8796 0.7616 1.0652 1.458 0.438 1.115 0.210
H -0.6174 -0.0532 2.1700 0.227 1.222 0.981 0.180
```
Positions in Å, forces in eV/Å.

Properties
Total charge = +1
HOMO = -0.506 hartree
Frontier orbital gap = 9.5405 eV
E_tot = -397.521574 a.u.
Energy relative to the best compared isomer or geometry (same formula, charge and spin) = 99.0 kcal/mol